#1
Molecular formula: C4H15N2O
Method: DFT, ωB97M-V/def2-TZVPD

Calculated values
LUMO level (Ha): -0.1025
HOMO (eV): -14.247

Geometry as ORCA input:
```
! wB97M-V def2-TZVPD RIJCOSX def2/J DEFGRID3
* xyz 1 1
C 0.166 2.072 0.115
C -1.220 1.528 0.443
C -1.299 0.036 0.251
C -0.880 -0.445 -1.135
N 0.531 -0.888 -1.120
N 1.242 1.061 0.186
H 0.222 2.535 -0.877
H 0.370 2.900 0.797
H -1.985 2.110 -0.061
H -1.417 1.691 1.508
H -0.845 -0.551 1.032
H -2.318 -0.311 0.427
H -1.117 0.290 -1.863
H -1.479 -1.311 -1.396
H 0.751 -1.798 -0.719
H 0.955 -0.813 -2.010
H 1.061 -0.087 -0.637
H 1.248 0.684 1.129
H 2.097 1.545 0.020
H 1.780 -2.962 1.193
H 0.350 -3.078 1.710
O 0.887 -2.640 1.046
*
```

#2
Molecular formula: C4H15N2O
Method: DFT, ωB97M-V/def2-TZVPD

Calculated values
LUMO level (Ha): -0.0997
HOMO (eV): -13.825

Geometry as ORCA input:
```
! wB97M-V def2-TZVPD RIJCOSX def2/J DEFGRID3
* xyz 1 1
C 2.278 -0.267 0.085
C 1.117 -0.639 0.995
C 0.003 0.395 1.068
C -1.731 1.637 -0.252
N -0.624 0.644 -0.284
N 1.804 -0.169 -1.315
H 2.674 0.711 0.357
H 3.076 -0.991 0.219
H 1.453 -0.745 2.027
H 0.681 -1.599 0.694
H -0.789 0.018 1.715
H 0.326 1.347 1.476
H -1.305 2.639 -0.296
H -2.378 1.458 -1.116
H -2.264 1.528 0.691
H -1.003 -0.278 -0.538
H 0.122 0.869 -0.944
H 1.794 -1.099 -1.721
H 2.500 0.346 -1.848
H -2.237 -2.422 0.156
H -3.179 -1.764 -0.791
O -2.319 -1.620 -0.377
*
```

Most stable one: #2, least stable one: #1.

#1
Molecular formula: C2H4N2O2
Method: DFT, ωB97M-V/def2-TZVPD

Calculated values
Structure (SMILES): N=C=O.NC=O
LUMO level (Ha): 0.0304
HOMO (eV): -9.961

Geometry as ORCA input:
```
! wB97M-V def2-TZVPD RIJCOSX def2/J DEFGRID3
* xyz 0 1
N 1.005 -0.090 1.505
C 0.283 0.815 1.920
O -0.419 1.666 2.286
H 1.760 -0.406 2.098
N 0.069 -0.781 -1.276
C -0.917 0.142 -1.292
O -1.162 0.916 -0.385
H 0.637 -0.850 -0.438
H 0.214 -1.406 -2.050
H -1.500 0.138 -2.232
*
```

#2
Molecular formula: C2H4N2O2
Method: DFT, ωB97M-V/def2-TZVPD

Calculated values
Structure (SMILES): C=NO/C=N\O
LUMO level (Ha): 0.0234
HOMO (eV): -9.809

Geometry as ORCA input:
```
! wB97M-V def2-TZVPD RIJCOSX def2/J DEFGRID3
* xyz 0 1
C -1.580 -0.135 0.492
N -0.872 0.729 1.106
O 0.703 0.492 0.883
C 0.819 -0.575 -0.028
N 1.461 -0.344 -1.101
O 1.548 0.932 -1.395
H -2.666 0.131 0.781
H -1.218 -1.013 -0.147
H 0.824 -1.666 0.109
H 0.982 1.450 -0.699
*
```

#3
Molecular formula: C2H4N2O2
Method: DFT, ωB97M-V/def2-TZVPD

Calculated values
Structure (SMILES): C=NO/C=N\O
LUMO level (Ha): 0.0092
HOMO (eV): -10.220

Geometry as ORCA input:
```
! wB97M-V def2-TZVPD RIJCOSX def2/J DEFGRID3
* xyz 0 1
C -0.157 1.812 -0.751
N 0.110 0.843 0.147
O 0.686 -0.158 -0.621
C 0.099 -1.520 -0.178
N -0.178 -2.020 0.980
O 0.011 -1.001 2.149
H -0.109 1.626 -1.945
H -0.574 2.767 -0.307
H 0.050 -2.141 -1.159
H 0.062 -0.209 1.686
*
```

Most stable one: #1, least stable one: #3.

#1
Molecular formula: C2H4N2O2
Method: DFT, ωB97M-V/def2-TZVPD

Calculated values
Structure (SMILES): O=[NH+][O-].CC#N
LUMO level (Ha): 0.0173
HOMO (eV): -11.106

Geometry as ORCA input:
```
! wB97M-V def2-TZVPD RIJCOSX def2/J DEFGRID3
* xyz 0 1
O 2.002 -1.351 0.339
N 2.253 -0.417 1.031
O 3.190 -0.362 1.789
H 1.511 0.319 1.069
C -1.844 0.037 -0.955
C -0.787 0.852 -0.326
N 0.099 1.368 0.229
H -2.633 0.735 -1.088
H -2.256 -0.653 -0.178
H -1.535 -0.527 -1.910
*
```

#2
Molecular formula: C2H4N2O2
Method: DFT, ωB97M-V/def2-TZVPD

Calculated values
Structure (SMILES): O=C1NNCO1
LUMO level (Ha): 0.0275
HOMO (eV): -8.997

Geometry as ORCA input:
```
! wB97M-V def2-TZVPD RIJCOSX def2/J DEFGRID3
* xyz 0 1
O -2.535 -0.117 -0.042
C -1.334 0.005 -0.004
N -0.379 -0.979 0.077
N 0.943 -0.520 -0.061
C 0.781 0.867 0.076
O -0.684 1.155 0.001
H -0.422 -2.039 0.342
H 1.337 -0.952 -0.875
H 1.035 1.140 1.114
H 1.258 1.440 -0.628
*
```

#3
Molecular formula: C2H4N2O2
Method: DFT, ωB97M-V/def2-TZVPD

Calculated values
Structure (SMILES): [H]/N=[N+](\[O-])C(C)=O
LUMO level (Ha): 0.0159
HOMO (eV): -9.661

Geometry as ORCA input:
```
! wB97M-V def2-TZVPD RIJCOSX def2/J DEFGRID3
* xyz 0 1
H 0.132 2.931 0.679
N 0.376 1.952 0.863
N -0.190 1.134 0.150
O -0.996 1.229 -0.763
C 0.342 -0.558 0.587
C -0.060 -1.367 -0.558
O 0.853 -0.674 1.630
H -0.294 -2.390 -0.270
H 0.752 -1.375 -1.284
H -0.915 -0.883 -1.034
*
```

#4
Molecular formula: C2H4N2O2
Method: DFT, ωB97M-V/def2-TZVPD

Calculated values
Structure (SMILES): NC(=O)NC=O
LUMO level (Ha): 0.0245
HOMO (eV): -10.471

Geometry as ORCA input:
```
! wB97M-V def2-TZVPD RIJCOSX def2/J DEFGRID3
* xyz 0 1
N -1.104 0.132 -0.835
C 0.020 0.831 -0.511
O 0.181 2.011 -0.693
N 1.022 -0.044 0.074
C 0.716 -0.584 1.312
O 0.868 -1.753 1.589
H -1.886 0.614 -1.247
H -1.225 -0.824 -0.538
H 1.343 -0.762 -0.571
H 0.328 0.170 2.026
*
```

Most stable one: #4, least stable one: #1.